Entry 1:
Formula: C6H11NS
Source: the OMol25 dataset
Level of theory: wB97M-V/def2-TZVPD

```
19
Properties=species:S:1:pos:R:3:forces:R:3:mulliken_charge:R:1
S 1.940 -1.001 0.304 0.1 -0.3 -0.2 -0.1442
N 2.216 1.543 -0.683 -1.0 -1.1 -0.5 -0.6677
C -0.726 -0.595 0.120 -1.6 -2.0 -1.0 0.2392
C 1.505 0.586 -0.236 -3.0 1.7 -0.7 0.2750
C -0.959 -1.428 -1.227 2.8 -0.2 2.7 -1.6701
C -0.518 1.827 0.919 0.6 2.4 -1.1 -1.2492
C -0.198 0.812 -0.195 1.8 -1.8 1.9 0.0803
C 0.253 -1.429 0.933 1.5 -0.2 -0.2 -0.7930
H -0.568 1.516 2.013 0.6 0.1 -1.6 0.2465
H -1.610 -2.214 -1.012 -0.9 -1.6 0.4 0.4694
H -0.009 -1.859 -1.669 -1.0 0.8 0.5 0.2615
H -1.480 2.364 0.714 0.6 -0.7 0.1 0.3279
H 0.281 2.638 0.649 -1.3 -1.1 1.4 0.3670
H 0.322 -1.012 1.950 -0.4 -1.2 0.0 0.3497
H 3.096 1.161 -0.995 1.0 0.3 0.5 0.2500
H -0.572 1.101 -1.195 0.6 0.3 0.6 0.4094
H -1.471 -0.820 -1.845 -1.4 2.0 -2.7 0.5563
H 0.227 -2.576 0.729 -0.5 2.1 1.1 0.3565
H -1.730 -0.613 0.727 1.6 0.4 -1.2 0.3354
```
Forces are in eV/Å.

As for the max |F|: 3.8 eV/A. The SMILES is [H]/N=C1\SC[C@H](C)[C@H]1C. The value obtained for the frontier orbital gap is 9.6 eV. The energy relative to the best compared isomer or geometry (same formula, charge and spin) is 1.308 eV. Its charge is 0.



Entry 2:
Formula: C10H22Cl2LiO11
Source: the OMol25 dataset
Level of theory: wB97M-V/def2-TZVPD

```
46
Properties=species:S:1:pos:R:3:forces:R:3:mulliken_charge:R:1
Cl 1.843 4.117 -2.974 -0.5 1.6 -3.3 1.6576
Cl 2.088 -5.713 -2.053 5.0 1.2 -3.9 1.6040
O 2.475 4.582 -4.169 0.4 0.0 -1.2 -0.6705
O -2.845 -0.756 -3.302 0.7 -0.4 -0.2 -0.4826
O 0.472 4.604 -3.027 0.1 -0.3 1.3 -0.6772
O 2.364 -6.449 -3.265 -0.3 -1.5 0.1 -0.6763
O 3.297 -5.721 -1.247 -0.8 -0.4 0.9 -0.6529
O 2.930 -0.579 1.118 -0.9 0.7 -0.7 -0.3516
O 1.831 2.689 -3.008 -0.2 -1.7 1.0 -0.6634
O -2.151 1.202 1.521 1.1 0.3 -1.1 -0.3464
O 0.981 -6.235 -1.393 -2.4 -0.5 1.8 -0.6070
O 2.621 4.643 -1.921 0.0 0.0 2.4 -0.6316
O 1.952 -4.369 -2.567 -1.6 1.4 1.2 -0.6647
C 4.264 -0.189 0.867 2.0 0.3 -0.2 -0.4693
C -3.727 -0.076 -4.189 2.9 1.7 -0.6 -0.3193
C -5.045 -0.306 -3.712 -3.2 -0.1 0.2 -0.8064
C 4.168 -1.098 2.938 -1.0 -0.2 2.6 -0.6746
C -3.230 0.674 2.202 -0.7 -0.6 0.9 -0.3908
C -3.558 1.640 3.281 -1.3 1.2 1.4 -0.6457
C -1.733 2.441 2.126 0.4 -0.5 0.2 -0.4814
C 2.809 -1.392 2.272 1.6 0.5 0.1 -0.3747
C -2.285 2.392 3.566 0.7 -0.3 -0.9 -0.4756
C 5.193 -0.908 1.874 -1.2 -2.3 -0.8 -0.5509
Li 0.016 -0.164 -1.250 0.2 0.2 -0.2 0.9734
H -2.334 3.389 4.004 -0.4 -0.2 0.0 0.3261
H -4.134 0.549 1.606 0.3 -0.4 -0.5 0.2499
H -3.548 -0.333 -5.233 0.0 -0.4 -0.1 0.2669
H -5.125 -1.382 -3.554 -0.5 0.0 0.4 0.2963
H -3.415 0.965 -4.109 -0.2 0.2 -0.1 0.2477
H 4.385 -1.818 3.727 0.3 -0.3 -0.2 0.3960
H -2.959 -0.251 2.712 0.1 -0.5 -0.5 0.3110
H -5.248 0.301 -2.830 0.0 -0.5 0.3 0.2069
H -3.845 1.107 4.188 -0.6 0.2 -0.1 0.3445
H 1.953 -1.082 2.871 0.0 0.1 0.0 0.2387
H -5.824 -0.035 -4.425 0.0 0.0 -0.2 0.3069
H 4.538 0.846 1.075 -1.1 0.6 -0.3 0.2507
H 2.675 -2.430 1.966 0.1 -0.2 0.1 0.3169
H -1.758 1.721 4.243 0.8 0.3 -0.2 0.2459
H -2.164 3.270 1.564 -0.1 0.2 0.1 0.2654
H 6.127 -0.505 2.264 -0.3 0.6 -0.5 0.3644
H -0.650 2.472 2.003 0.0 0.2 0.2 0.3091
H -3.023 -1.675 -3.515 0.4 -0.4 0.4 0.2922
H 4.457 -0.387 -0.187 0.2 -0.1 0.1 0.3291
H 5.383 -1.921 1.519 0.5 0.0 -0.4 0.2550
H -4.331 2.326 2.934 -0.2 0.0 0.3 0.2844
H 4.106 -0.160 3.490 -0.4 0.3 0.1 0.2738
```
Forces are in eV/Å.

As for the max |F|: 6.4 eV/A. The value obtained for the frontier orbital gap is 6.1 eV. Its charge is -1.



Entry 3:
Formula: C13H10Cl2N3O4Pt
Source: the OMol25 dataset
Level of theory: wB97M-V/def2-TZVPD

```
33
Properties=species:S:1:pos:R:3:forces:R:3:mulliken_charge:R:1
Pt 0.125 0.478 -0.486 0.1 -0.1 0.1 0.5403
Cl -4.611 0.161 -0.259 0.0 0.0 0.0 -0.2236
Cl -5.059 -3.388 3.736 0.0 0.0 0.0 -0.2976
O 0.538 1.027 -4.423 0.0 0.0 0.0 -0.7093
O 3.973 1.721 -0.470 0.0 0.0 0.0 -0.7684
O -0.346 0.514 -2.444 0.0 0.0 0.0 -0.6410
O -1.760 -0.152 0.087 -0.2 0.1 -0.1 -0.9395
N 1.006 0.569 1.361 0.0 0.2 0.2 -0.4174
N -0.460 -1.790 2.014 -0.1 -0.1 0.1 -0.4190
N 1.845 1.122 -1.097 0.0 0.1 -0.1 0.1896
C -4.031 -2.438 2.686 0.0 0.0 0.0 0.6163
C 2.825 1.339 -0.234 0.0 -0.1 0.0 0.3591
C 2.414 1.042 1.218 0.0 0.0 -0.1 -0.2753
C -0.617 -3.412 3.768 0.0 0.0 0.0 -0.6455
C 0.103 -2.590 2.883 0.0 0.0 0.0 -0.2372
C -3.815 -0.853 0.902 0.0 0.0 0.0 0.4825
C -1.978 -3.369 3.723 0.0 0.0 0.0 -0.7142
C 0.628 0.922 -3.213 0.0 0.1 0.0 0.4090
C -1.814 -1.735 1.930 0.0 0.0 0.0 -0.3056
C 1.956 1.301 -2.528 0.0 0.0 0.0 -0.3663
C -2.629 -2.525 2.794 0.0 0.0 0.0 0.5370
C -4.603 -1.615 1.758 0.0 0.0 0.0 -0.6696
C -2.407 -0.857 0.920 0.2 -0.1 0.1 0.3552
H 0.485 1.184 1.977 0.0 0.0 0.0 0.3493
H 2.559 1.958 1.791 0.0 0.0 0.0 0.2316
H -5.679 -1.552 1.675 0.0 0.0 0.0 0.4369
H -2.578 -3.979 4.385 0.0 0.0 0.0 0.3694
H 3.101 0.295 1.615 0.0 0.0 0.0 0.2018
H -0.094 -4.054 4.464 0.0 0.0 0.0 0.3787
H 2.194 2.335 -2.790 0.0 0.0 0.0 0.2535
H 2.746 0.676 -2.951 0.0 0.0 0.0 0.2548
H 1.189 -2.604 2.904 0.0 0.0 0.0 0.3475
H 0.911 -0.369 1.751 0.0 0.0 -0.1 0.3169
```
Forces are in eV/Å.

As for the max |F|: 0.2 eV/A. The value obtained for the frontier orbital gap is 7.0 eV. The energy relative to the best compared isomer or geometry (same formula, charge and spin) is 0.115 eV. Its charge is -1.



Entry 4:
Formula: C51H116N4O9
Source: the OMol25 dataset
Level of theory: wB97M-V/def2-TZVPD

```
180
Properties=species:S:1:pos:R:3:forces:R:3:mulliken_charge:R:1
O 3.098 9.098 0.594 0.4 -1.0 0.1 -0.5173
O -6.051 6.989 -7.894 0.0 1.0 0.8 -0.4297
O 5.023 -2.403 11.939 0.6 0.0 1.3 -0.5447
O -6.888 -12.645 -0.990 0.4 -0.3 -1.7 -0.5817
O 1.412 -8.421 3.152 -0.3 -0.4 0.5 -0.5308
O 12.039 2.530 0.304 -0.8 0.4 -0.6 -0.5181
O -3.985 -6.942 5.761 -0.1 -1.0 0.2 -0.5799
O -0.011 -2.670 -0.387 1.6 -0.4 -0.5 -0.4035
O -3.242 -11.999 -5.391 -1.5 0.1 -0.2 -0.5330
N 2.101 9.992 0.256 -0.4 2.3 -1.1 0.4605
N 11.082 1.737 0.968 0.1 -1.8 0.4 0.4661
N -6.807 5.975 -7.389 -1.3 -4.5 -0.1 0.0855
N -1.111 -1.965 -0.058 -1.9 2.3 2.1 0.0507
C 10.406 2.377 2.089 -0.4 0.3 0.9 1.4114
C -8.783 -11.498 -2.062 0.7 -1.0 -0.4 -1.4218
C -5.927 4.824 -6.886 0.3 0.5 -0.5 1.5720
C -2.016 -1.896 -2.473 -0.1 -1.1 1.3 -1.6422
C 3.439 -7.916 4.317 -0.5 -1.0 0.5 -1.1410
C -3.233 -5.048 7.052 -0.3 0.5 0.5 -1.2048
C 0.810 11.113 -1.569 -0.5 0.1 -0.5 -1.3009
C -6.757 3.596 -6.489 0.1 0.3 1.3 -1.0731
C -7.993 -11.774 -0.762 0.0 -0.5 0.4 0.6260
C 0.089 0.240 -0.467 -0.9 -0.9 -0.5 -1.6194
C -3.432 -1.451 -0.434 -0.3 0.5 -1.2 -1.1803
C -8.097 6.322 -6.726 2.0 -0.4 1.2 1.4895
C 3.358 -9.434 2.247 0.7 -0.3 0.9 -1.1039
C 1.998 10.155 -1.216 0.6 1.1 0.8 1.4105
C 0.351 8.544 1.226 -0.3 -0.5 0.3 -1.7083
C -5.503 -5.197 5.774 -0.2 0.0 0.8 -1.3108
C 9.308 1.395 -0.902 1.7 0.7 -0.6 -1.7618
C -0.077 11.015 0.767 -0.6 -1.1 -1.7 -0.9700
C -1.291 -11.776 -4.190 0.2 2.0 0.6 -1.2675
C -5.056 4.329 -8.054 0.2 -0.1 -0.4 -1.9061
C 8.850 0.315 2.161 1.5 1.0 -0.3 -0.6540
C 9.808 1.256 2.953 -0.4 -0.9 -0.1 -1.2520
C -7.910 3.951 -5.599 -1.3 0.0 -1.1 -0.7260
C 9.619 -0.289 0.976 -0.4 0.2 1.1 -1.2123
C -2.550 -3.702 -0.678 -0.5 -1.4 -1.3 -1.9744
C -0.808 -0.571 0.473 0.5 -0.6 1.9 1.4561
C -8.967 7.005 -7.755 -0.1 0.8 0.1 -1.9481
C 0.980 9.957 1.143 -1.4 -1.2 1.3 1.4167
C 1.464 10.283 2.569 0.7 0.7 -0.1 -2.0840
C -4.996 5.274 -5.728 -0.2 0.3 -0.3 -1.7479
C 3.285 10.945 -1.634 0.4 -1.3 -0.5 -1.8843
C -1.449 -11.002 -6.605 -0.4 -1.0 0.2 -1.2682
C 11.453 -0.199 -0.603 -0.1 1.2 -0.8 -1.8123
C -7.832 7.143 -5.317 -0.8 -0.7 -2.2 -1.3217
C 9.281 3.395 1.764 0.4 0.5 -0.1 -1.6069
C 2.777 -3.168 12.071 -0.2 -0.5 -1.1 -1.2932
C -7.543 -10.493 -0.115 -0.4 1.0 1.1 -1.1540
C -2.206 -11.087 -5.249 3.0 -1.5 -1.1 0.4540
C 3.727 -2.156 11.459 0.6 0.2 -1.7 0.6006
C -8.768 4.997 -6.340 -0.7 0.2 1.3 -1.4210
C 0.026 -0.690 1.808 0.1 -1.1 -0.3 -1.8504
C -0.453 10.919 -0.729 0.6 -0.3 -0.3 -0.8466
C 10.374 0.751 0.087 0.0 -1.1 0.3 1.3677
C -2.101 0.110 0.906 -0.9 0.7 -0.7 -1.2762
C 1.848 8.819 -1.972 -0.6 0.5 -1.1 -1.4107
C -3.209 0.025 -0.154 0.9 -0.4 1.1 -0.6673
C 11.460 3.132 2.979 -0.8 -0.4 -1.3 -2.0109
C -2.237 -2.231 -0.958 0.4 0.4 0.9 1.5641
C 3.929 -2.092 9.898 -1.7 -0.9 0.2 -1.2122
C -4.031 -5.536 5.867 0.9 -0.1 -0.8 0.6304
C 2.666 -8.996 3.533 0.4 1.6 -1.0 0.2274
H 3.251 -8.774 1.386 -0.6 0.1 0.1 0.3418
H 10.609 0.679 3.415 0.3 -0.2 -0.3 0.4125
H -9.625 5.281 -5.729 -0.1 0.2 0.4 0.4651
H -10.011 6.968 -7.445 -0.1 0.0 0.0 0.4063
H 2.489 -9.854 4.181 -0.2 0.1 -0.1 0.3151
H -2.487 -0.290 1.844 0.1 -0.5 -0.1 0.4047
H -0.755 -10.164 -6.660 -0.3 0.1 -0.2 0.3483
H -3.703 -5.419 7.963 0.3 0.2 0.2 0.2829
H -8.572 -12.352 -0.041 -0.8 0.3 -0.1 0.2022
H -9.161 -12.412 -2.520 -0.1 -0.2 0.3 0.3527
H 11.933 3.858 2.317 0.3 0.0 0.3 0.5158
H 2.940 -2.113 9.440 -0.2 0.6 -0.3 0.3204
H -5.700 3.968 -8.856 -0.1 0.3 -0.1 0.4358
H -2.944 -2.187 -2.965 0.1 0.1 -0.3 0.4403
H -5.665 -4.119 5.782 -0.2 -0.1 -0.5 0.3483
H 5.556 -1.624 11.763 0.1 0.0 0.0 0.3216
H 1.681 -7.732 2.541 -0.4 0.2 -0.1 0.3464
H -1.815 -4.405 -1.069 0.4 0.3 0.0 0.3868
H 0.120 8.080 0.268 -0.1 0.2 0.0 0.2794
H 11.025 -1.002 -1.203 -0.7 0.1 0.1 0.4339
H -8.717 8.057 -7.890 0.1 0.0 0.0 0.3888
H -9.628 -10.813 -1.997 0.2 0.1 0.5 0.3678
H 0.572 0.220 2.056 0.1 0.0 -0.4 0.3913
H 8.932 -0.917 0.409 -0.1 0.4 -0.6 0.3844
H 1.476 9.127 -2.949 -0.2 -0.2 -0.2 0.4310
H -6.375 -12.830 -0.200 -0.3 0.3 0.2 0.3083
H 9.369 0.925 -1.883 -0.6 -0.7 0.2 0.4353
H -1.028 10.771 1.239 0.3 0.3 0.9 0.4534
H -3.467 -5.134 5.026 -0.4 0.3 -0.6 0.1912
H -2.504 -10.065 -5.011 -0.3 -0.1 0.6 0.2086
H 8.071 0.967 1.764 -0.6 -0.4 0.3 0.2832
H 0.708 10.480 3.330 -0.4 -0.3 -0.4 0.3755
H 3.345 -1.180 11.757 0.2 0.3 0.2 0.1492
H -5.971 -5.771 4.974 0.3 0.7 -0.6 0.3167
H 0.353 -2.154 -1.109 0.8 -0.3 -0.6 0.3721
H -7.731 -9.613 -0.730 0.2 0.0 -0.1 0.2691
H 12.134 -0.713 0.075 -0.2 0.4 0.5 0.4271
H -8.681 7.808 -5.155 0.0 0.0 0.2 0.4505
H -5.885 7.408 -7.046 1.0 1.4 -0.2 0.3787
H -4.148 4.597 -5.627 -0.1 -0.2 0.1 0.4387
H 2.015 11.218 2.466 0.3 0.1 0.2 0.4682
H -2.152 -11.098 -7.432 -0.2 1.0 0.0 0.3467
H -0.878 -11.910 -6.799 0.3 -0.1 0.5 0.3104
H -1.216 -2.555 -2.810 0.1 0.3 -0.4 0.4089
H -3.143 -3.962 7.047 -0.7 0.3 0.2 0.3407
H 9.280 1.652 3.820 -0.2 0.4 -0.1 0.4457
H 3.657 11.622 -0.865 -0.4 0.0 0.0 0.3734
H 8.525 -0.500 2.808 -0.5 0.3 -0.1 0.4092
H -4.465 3.455 -7.779 -0.1 -0.1 0.5 0.4122
H 2.899 -7.887 5.263 0.2 0.5 0.2 0.3047
H 1.050 -0.270 -0.523 0.3 0.4 0.1 0.4657
H -2.170 -5.288 7.022 -0.1 -0.8 -0.2 0.3270
H 10.946 3.687 3.764 0.1 -0.2 0.1 0.3861
H -0.448 -11.117 -3.982 0.3 -0.1 0.0 0.3393
H 0.613 10.980 -2.633 -0.2 -0.5 -0.1 0.5695
H -3.783 -2.034 0.418 -0.5 0.5 0.1 0.4335
H 4.468 -8.206 4.528 0.0 0.0 -0.1 0.3384
H -2.902 0.579 -1.041 -0.1 -0.1 -0.2 0.3230
H -1.947 1.161 1.150 0.5 0.1 -0.1 0.4331
H 3.410 -6.929 3.855 0.0 -0.1 -0.2 0.3167
H -0.484 -0.961 2.732 -0.8 0.1 -0.3 0.4093
H -8.101 -11.135 -2.831 0.2 0.4 0.2 0.3567
H 9.595 2.402 -1.206 0.6 0.3 0.4 0.4620
H -4.556 6.246 -5.952 0.1 0.1 -0.2 0.3831
H 0.178 1.277 -0.143 0.1 -0.1 -0.2 0.4297
H 1.076 12.169 -1.617 0.5 0.1 0.9 0.4222
H 1.772 -3.018 11.678 -0.1 0.3 0.1 0.3583
H 4.077 10.219 -1.818 0.2 -0.1 0.2 0.3918
H -3.467 -4.040 -1.162 -0.3 0.3 -0.4 0.4178
H 1.075 8.177 -1.550 0.2 0.0 0.1 0.2316
H 2.985 -10.440 2.050 0.5 0.0 -0.6 0.2811
H -8.500 3.036 -5.554 -0.3 0.0 0.3 0.3404
H -0.364 0.146 -1.455 0.2 0.6 -0.3 0.2838
H 8.658 3.521 2.650 -0.1 0.0 0.0 0.3518
H -4.107 0.506 0.235 -0.1 -0.1 -0.1 0.3809
H 0.691 -1.546 1.689 0.6 0.3 -0.2 0.4101
H -9.306 4.522 -7.161 0.6 -0.1 -0.6 0.4679
H 8.630 3.191 0.914 0.2 -0.3 0.1 0.2739
H -1.828 -11.814 -3.243 -0.2 -0.1 0.2 0.4033
H 12.083 0.327 -1.320 0.0 0.3 0.1 0.4024
H 3.565 9.551 1.300 0.4 0.0 0.0 0.3691
H -6.070 -5.589 6.617 0.3 0.0 0.6 0.3418
H 2.709 8.216 -2.260 0.4 0.2 0.9 0.3226
H 2.135 9.530 2.981 0.0 -0.1 -0.1 0.4556
H 0.982 7.831 1.757 0.6 0.2 -0.2 0.3304
H -4.313 5.017 -8.455 -0.3 0.4 0.1 0.3673
H -1.302 11.562 -0.958 0.4 0.8 -0.1 0.4263
H 9.742 4.363 1.570 0.0 0.1 -0.1 0.4288
H -5.492 5.415 -4.768 -0.2 -0.3 0.0 0.3351
H -6.525 -10.453 0.272 0.3 -0.3 -0.6 0.3461
H -7.588 4.123 -4.572 -0.1 0.7 -0.1 0.3792
H -3.166 -7.242 5.361 0.1 0.2 0.1 0.3166
H -0.911 -12.780 -4.380 -0.3 0.2 -0.7 0.3233
H -7.136 2.976 -7.302 0.3 0.4 -0.4 0.4219
H 4.388 -2.960 9.425 0.3 -0.3 0.7 0.3215
H 8.292 1.593 -0.559 0.0 -0.9 0.3 0.3048
H 12.861 2.386 0.779 0.1 -0.3 0.1 0.3336
H -4.099 -1.448 -1.295 -0.8 -0.6 0.4 0.4067
H 10.270 -1.041 1.422 0.7 0.3 -0.1 0.4780
H 12.170 2.406 3.375 0.1 0.2 0.1 0.4144
H -8.111 -10.363 0.806 -0.3 0.3 0.0 0.3289
H 3.021 -4.181 11.751 0.3 -0.1 0.2 0.3257
H -7.753 6.402 -4.521 0.1 0.3 0.0 0.3175
H 0.269 12.030 0.963 0.0 0.0 0.3 0.3239
H 2.740 -3.118 13.159 0.2 0.1 -0.1 0.3104
H -2.716 -4.015 0.353 0.3 0.8 0.3 0.4122
H -1.807 -0.839 -2.635 0.0 -0.2 -0.1 0.3326
H -0.536 8.517 1.860 -0.4 0.4 -0.2 0.4408
H -0.895 9.974 -1.044 0.2 -0.6 0.6 0.3571
H -6.208 2.952 -5.803 0.9 -0.2 -0.6 0.3467
H -3.481 -12.145 -4.473 -0.7 -0.5 -0.1 0.3344
H 3.206 11.467 -2.588 -0.4 0.1 0.0 0.4124
H 4.428 -9.368 2.443 0.2 -0.8 -0.1 0.3043
H -8.841 6.519 -8.723 -0.1 -0.1 0.1 0.4406
H 4.516 -1.240 9.554 -0.2 0.3 0.3 0.3422
H -6.934 7.756 -5.388 0.1 0.0 0.1 0.2507
```
Forces are in eV/Å.

As for the max |F|: 4.7 eV/A. The SMILES is CC1(C)CCCC(C)(C)N1O.CC1(C)CCCC(C)(C)N1O.CC1(C)CCCC(C)(C)N1O.CC1(C)CCCC(C)(C)N1O.CC(C)O.CC(C)O.CC(C)O.CC(C)O.CC(C)O. The value obtained for the frontier orbital gap is 8.3 eV. The energy relative to the best compared isomer or geometry (same formula, charge and spin) is 5.306 eV. Its charge is 0.



Which of these has the highest max |F|? C10H22Cl2LiO11